{
  "formula": "C44H55F5OP2SSiV",
  "method": "the ωB97M-V functional and the def2-TZVPD basis",
  "symbols": ["V", "C", "Si", "C", "C", "C", "C", "C", "C", "P", "C", "C", "C", "C", "C", "C", "C", "C", "C", "C", "C", "C", "C", "C", "C", "C", "C", "C", "P", "C", "C", "C", "C", "C", "C", "C", "C", "C", "C", "C", "C", "H", "H", "H", "H", "H", "H", "H", "H", "H", "H", "H", "H", "H", "H", "H", "H", "H", "H", "H", "H", "H", "H", "H", "H", "H", "H", "H", "H", "H", "H", "H", "H", "H", "H", "H", "H", "H", "H", "H", "H", "H", "H", "H", "H", "H", "H", "H", "H", "H", "H", "H", "H", "H", "H", "H", "F", "C", "C", "F", "C", "F", "C", "S", "C", "F", "C", "F", "O", "C"],
  "coordinates": [[0.307569, -0.275947, -1.046614], [2.657141, 0.513432, 4.025995], [1.116566, 0.773775, 3.083819], [-0.147944, -0.573137, 3.157513], [-0.785497, -0.494297, 4.421294], [-1.734310, -1.398119, 4.843408], [-1.926716, -2.535489, 4.104642], [-1.227792, -2.704565, 2.915840], [-0.340520, -1.772720, 2.377385], [0.301140, -2.078270, 0.713386], [-1.055262, -2.939287, -0.307198], [-1.072842, -4.495470, -0.194969], [-0.709606, -5.176291, -1.541254], [-1.656001, -4.816177, -2.660896], [-1.784907, -3.240851, -2.750980], [-0.890959, -2.507855, -1.756838], [1.787193, -3.194285, 0.944299], [2.367629, -3.822555, -0.350780], [3.858274, -3.556070, -0.595219], [4.680583, -3.931743, 0.694582], [4.087338, -3.169505, 1.887487], [2.763530, -2.405582, 1.688725], [0.302360, 2.450688, 3.415964], [0.364751, 3.060312, 4.687666], [-0.259152, 4.257256, 4.942061], [-0.958873, 4.933779, 3.918436], [-1.009750, 4.369974, 2.697825], [-0.421135, 3.108289, 2.400833], [-0.622091, 2.475278, 0.761249], [-0.236781, 3.750297, -0.435915], [-0.342617, 3.232817, -1.844316], [-0.441502, 4.497075, -2.764077], [0.258673, 5.746249, -2.095997], [1.506046, 5.245082, -1.351938], [1.159190, 4.301584, -0.177369], [-2.266898, 1.627674, 0.617651], [-3.334965, 2.671233, 0.260826], [-4.764758, 2.092927, 0.374299], [-4.807154, 0.600221, 0.068536], [-3.736779, 0.194017, -0.953445], [-2.238424, 0.503021, -0.440626], [2.677499, 1.178417, 4.892051], [2.860979, -0.514008, 4.413333], [3.511762, 0.810004, 3.368495], [-0.629425, 0.396942, 5.018808], [-2.224701, -1.233767, 5.787722], [-2.653555, -3.317945, 4.448943], [-1.376371, -3.576054, 2.353448], [-1.950518, -2.416878, 0.027507], [-0.361004, -4.848677, 0.593824], [-2.090596, -4.886398, 0.018386], [0.288813, -5.003971, -1.995286], [-0.755568, -6.231320, -1.355012], [-1.360419, -5.121089, -3.693697], [-2.637643, -5.245655, -2.486795], [-1.435506, -2.822585, -3.734378], [-2.789158, -2.910755, -2.567347], [0.117223, -2.493336, -2.177366], [-1.318276, -1.439561, -1.832020], [1.396206, -3.931748, 1.599678], [2.321598, -4.943551, -0.269159], [1.826122, -3.576586, -1.284253], [4.152022, -4.168671, -1.463881], [4.111892, -2.488726, -0.829907], [4.480916, -4.972734, 0.949631], [5.770152, -3.797907, 0.587623], [4.045143, -3.858739, 2.737703], [4.719118, -2.397706, 2.293445], [2.287161, -2.168560, 2.650475], [2.932454, -1.444270, 1.199567], [0.925306, 2.681224, 5.501063], [-0.177058, 4.784468, 5.880875], [-1.515060, 5.819094, 4.108028], [-1.499847, 4.900299, 1.862063], [-1.003041, 4.527544, -0.244678], [0.609075, 2.702001, -2.017678], [-1.197806, 2.584202, -2.057524], [-0.013686, 4.411765, -3.751067], [-1.487586, 4.762184, -2.968329], [0.475827, 6.581370, -2.740273], [-0.450025, 6.124010, -1.357712], [2.181285, 4.742318, -2.062500], [2.127111, 6.073030, -0.985112], [1.835677, 3.448318, -0.129259], [1.234614, 4.713800, 0.841958], [-2.398202, 1.188965, 1.640118], [-3.253537, 3.524510, 0.927781], [-3.189361, 3.084030, -0.725070], [-5.145951, 2.331829, 1.367601], [-5.323590, 2.703895, -0.356334], [-4.707887, -0.024225, 1.006735], [-5.775235, 0.342758, -0.343261], [-3.730142, -0.879314, -1.169014], [-3.888467, 0.642249, -1.986083], [-1.738023, -0.404625, -0.012941], [-1.712275, 0.917412, -1.323626], [1.431456, -0.168677, -7.502676], [1.621009, -0.144716, -6.216000], [2.871184, -0.480372, -5.681881], [3.833043, -0.765447, -6.522248], [3.061647, -0.503709, -4.335506], [4.241048, -0.906392, -3.849801], [2.036703, -0.204022, -3.461842], [2.352499, -0.158789, -1.708796], [0.787111, 0.121816, -4.043887], [-0.198388, 0.386244, -3.142258], [0.573872, 0.158454, -5.382401], [-0.617832, 0.411437, -5.860126], [1.494248, 0.966853, 1.368793], [0.669258, 1.113266, 0.446019]],
  "atomic_forces_ev_per_a": [[-0.0004, 0.2630, 1.0479], [1.1286, -0.4413, -0.1704], [-0.4237, 0.7856, 0.4697], [0.1549, -1.1184, 0.2247], [0.1146, 0.8432, -1.3352], [0.3931, -0.1538, 0.5490], [-0.9433, -1.1632, 0.0871], [0.2884, 0.5049, -0.0984], [-0.7616, 1.4577, 1.2725], [-0.0476, -0.2014, -1.2002], [0.9715, -0.3456, 0.6441], [0.3000, -0.2739, -0.3271], [0.7340, -0.0281, -0.6595], [-0.5998, 1.4474, -1.0434], [0.8284, -0.2093, -0.7993], [-0.5696, 1.5243, -0.1108], [-1.4026, 0.1949, -2.1517], [0.1446, -1.0079, -0.5119], [1.1726, 0.4284, 0.6464], [-1.1081, 0.1982, -0.6760], [0.2893, 0.6145, 1.2024], [0.9423, 0.4236, 1.0323], [-0.0487, -0.5274, 0.0414], [-0.2423, 0.3723, -0.8399], [-0.5852, 1.2952, -0.7812], [0.4020, -0.9036, 1.5144], [-0.2638, -0.8175, -2.8161], [0.2861, 0.7875, 1.3377], [-0.3777, -0.7247, 0.3652], [-1.1822, -0.0541, 0.8966], [0.4145, 0.9171, -1.3957], [0.0925, 1.4013, 0.0999], [-0.4745, -1.5338, 1.0377], [0.9133, 0.5732, -0.0597], [0.0202, -0.0889, 0.2367], [0.8101, -0.0322, 0.1233], [-0.2181, -0.1851, 0.9156], [0.4795, 0.8630, -0.3531], [0.2555, -0.7155, 0.4217], [1.2891, -0.2317, -0.7962], [-1.0132, 0.4918, -0.2354], [0.0054, 0.0632, -0.0557], [-0.3410, 0.7175, -0.4962], [-0.4597, -0.1950, 0.5356], [0.0649, 0.0028, 0.1430], [-0.2325, -0.0609, 0.0993], [0.8613, 0.8304, -0.4599], [-0.4163, -1.3021, -0.5695], [-0.3921, -0.5303, 0.3143], [-0.7763, 0.2172, -0.5859], [0.5585, 0.4575, 0.2743], [-0.1216, 0.1588, 1.0723], [0.0451, -0.6592, 0.0157], [0.1147, -0.2910, 1.1073], [-0.2144, 0.0493, 0.0085], [-0.7602, -0.7023, 0.5719], [-0.6683, 0.0463, -0.1272], [0.4988, -0.1350, 0.3110], [0.5009, -0.6059, -0.0901], [-0.3811, -1.0692, 0.5609], [-0.3352, 0.9548, 0.0160], [-0.0069, 0.0415, 0.5723], [0.0611, 0.3082, 0.3645], [-0.4654, -0.7485, 0.0041], [0.3031, -0.2359, -0.4921], [-0.5954, 0.0553, -0.0197], [-0.5307, 0.0175, -0.1124], [0.8596, 0.2860, -0.1622], [0.5368, 0.0396, 0.1132], [0.3192, 0.0828, -0.1858], [0.5839, -0.8212, 0.4854], [0.0572, -0.3657, 0.2998], [-0.0456, 0.7635, 0.2095], [0.1001, -0.1802, 0.6429], [0.2317, -0.2894, -0.1336], [-0.3836, -0.0969, -0.3109], [0.1982, 0.1056, 0.1199], [0.3334, -0.7360, -0.2487], [0.0837, -0.2340, 0.2955], [0.0673, -0.0703, -0.5712], [0.0690, 0.3655, 0.0541], [-0.3205, -0.0796, 0.1483], [-0.3442, -0.0807, 0.0223], [0.3697, -0.1144, -0.2945], [-0.1525, 0.4340, -0.5445], [-0.1583, 0.4115, -0.6906], [0.0008, 0.1606, 0.2176], [0.3418, -0.1416, -0.5525], [-0.1698, -0.2244, -0.0962], [-0.2407, -0.5868, 0.3678], [0.0553, 0.6879, -0.9064], [-0.2131, -0.1137, -0.0270], [-0.3972, -0.0056, 0.2081], [0.1152, -0.0827, 1.3817], [-0.4851, 0.5314, -0.1547], [-0.0102, -0.3926, 0.1394], [-0.0016, 0.0539, -0.4287], [1.0036, -0.3385, 0.0810], [-0.6675, 0.3242, -1.6136], [0.3173, -0.1557, 0.0111], [0.9663, -0.6389, 1.1607], [-0.3968, 0.3464, -0.1784], [-1.0345, 0.3392, -0.2565], [0.1425, 0.0942, -0.3631], [2.2676, -0.5351, 1.6118], [-0.9380, 0.1963, 0.4976], [-0.6101, -0.0177, 0.0310], [-0.6558, 0.2452, -0.2932], [1.3451, -0.6564, 0.5737], [-1.6196, -0.5246, -1.4275]],
  "largest_force_ev_per_a": 2.9,
  "total_energy_ha": -4597.55168,
  "gap_ev": [6.58, 6.58],
  "total_charge": 3,
  "mol_weight_g_mol": 868.0
}